1.
The following is a quantum chemistry calculation of a cluster of 10 separate species, C23H66N4O10 in total, from the Open Molecules 2025 dataset.

```
103
C23H66N4O10 | the Open Molecules 2025 dataset | ωB97M-V with the def2-TZVPD basis set
O 0.922 5.780 1.885
O 1.823 -2.905 -5.431
O 6.693 -0.221 -5.115
O 6.829 -3.846 4.238
O -2.682 -4.048 3.616
O -5.884 -1.971 -2.900
O -0.444 -0.698 0.012
O 3.630 2.423 9.436
O -7.310 4.470 6.893
O -0.973 1.354 -7.361
N 0.192 0.829 1.540
N 0.739 1.197 -0.537
N 1.475 -4.677 -6.850
N 0.853 -4.785 -4.832
C -7.106 4.344 5.550
C -6.320 -2.982 -3.802
C -0.480 2.586 -7.659
C -5.734 -2.658 -5.153
C 5.674 -1.817 3.778
C 2.467 2.352 8.674
C -3.427 -5.210 3.368
C -1.662 3.324 -8.181
C -0.271 6.470 2.298
C -1.432 6.210 1.287
C 4.975 -3.999 2.718
C -2.640 -6.136 2.473
C 6.755 0.514 -2.810
C 7.542 -0.026 -3.992
C 5.503 -3.340 3.989
C -6.943 5.801 5.017
C 8.397 -1.224 -3.670
C -5.895 -4.375 -3.274
C 1.922 0.892 8.781
C 0.178 0.340 0.312
C 1.428 -4.019 -5.710
C -5.950 3.428 5.289
C 0.748 2.523 -8.546
H -8.141 4.941 6.989
H -6.102 2.489 5.822
H 0.692 0.909 -1.504
H -6.159 -4.512 -2.226
H -5.669 3.365 4.238
H 4.913 -3.690 4.836
H -6.048 6.362 5.284
H -7.401 -2.874 -3.887
H -1.873 2.976 -9.193
H 0.713 1.728 -9.292
H -7.782 6.409 5.356
H 3.908 -3.861 2.894
H -2.234 6.936 1.417
H -6.083 -1.725 -5.596
H -2.555 3.114 -7.593
H -5.028 3.823 5.717
H 0.765 1.627 1.774
H -4.313 -5.007 2.767
H -0.243 3.089 -6.722
H 8.374 0.641 -4.218
H 7.446 0.656 -1.979
H -8.011 3.930 5.105
H -6.930 5.770 3.928
H 6.463 1.529 -3.077
H 1.215 0.594 8.007
H -3.855 -5.577 4.301
H 8.923 -1.000 -2.742
H -4.646 -2.664 -5.085
H -3.210 -7.065 2.500
H 5.864 -0.531 -4.743
H -1.514 4.396 -8.307
H 5.964 -0.150 -2.461
H -1.786 5.179 1.283
H -6.487 -5.146 -3.766
H 4.684 -1.463 3.488
H 2.790 2.613 7.666
H -1.066 6.472 0.294
H -2.470 -3.692 2.750
H 0.899 3.449 -9.101
H -1.601 -6.206 2.793
H 0.495 -5.679 -5.137
H 3.383 2.566 10.352
H 9.093 -1.538 -4.448
H 2.732 0.164 8.719
H 1.659 3.028 8.954
H -0.190 0.821 -7.204
H 0.893 -5.497 -6.946
H 6.926 -4.711 3.832
H -2.620 -5.915 1.406
H -0.445 0.439 2.220
H -5.947 -3.443 -5.878
H -4.824 -4.577 -3.253
H 7.794 -2.072 -3.343
H -0.807 6.144 3.190
H 1.623 6.049 2.484
H 5.018 -5.088 2.716
H 1.618 2.232 -7.957
H 1.365 0.803 9.713
H -5.006 -2.195 -2.581
H 5.290 -3.564 1.770
H 1.800 -4.156 -7.652
H 0.616 -4.303 -3.977
H -0.014 7.506 2.517
H 5.955 -1.258 4.670
H 6.437 -1.557 3.044
H 1.163 2.071 -0.260
```

Its SMILES is NC(N)=O.NC(N)=O.CC(C)O.CC(C)O.CC(C)O.CC(C)O.CC(C)O.CCO.CCO.CCO. For the energy relative to the best compared isomer or geometry (same formula, charge and spin), the calculation gives 3.811 eV. As for the net charge: 0. As for the total energy: -1887.2260 hartree.



2.
The following is a quantum chemistry calculation of a structure of composition C46H126F12N24O18P7S4Sr, from the Open Molecules 2025 dataset.

```
238
C46H126F12N24O18P7S4Sr | the Open Molecules 2025 dataset | ωB97M-V with the def2-TZVPD basis set
Sr 1.296 -0.450 -3.568
S 2.079 2.482 -4.959
S 3.762 1.106 -6.141
S -0.705 -1.783 -0.431
S 0.460 0.690 -0.560
P -2.458 -1.880 5.610
P 2.616 -7.253 3.713
P -3.022 6.265 -4.376
P 6.582 -2.365 4.155
P 3.052 5.732 1.845
P -7.508 -1.582 0.034
P -2.034 0.143 -5.800
F 6.071 -0.132 -5.073
F 5.593 -0.724 -7.005
F 0.747 -3.770 -1.316
F -0.140 -4.053 0.787
F 2.154 4.597 -3.260
F 4.291 -1.396 -5.177
F -1.774 1.402 -1.907
F -0.857 3.015 -0.798
F 1.661 -2.753 0.430
F 3.608 2.932 -2.739
F -2.144 1.498 0.296
F 4.093 4.285 -4.266
O 0.792 -3.484 -4.077
O -0.995 -1.157 0.860
O 1.996 3.226 -6.244
O 0.820 0.593 0.901
O -1.911 -2.309 -1.004
O 1.454 1.513 -1.294
O 1.624 -2.211 -5.395
O -3.920 5.704 -5.398
O -8.988 -1.296 -0.020
O -1.773 -2.024 6.953
O 3.107 0.622 -7.410
O 3.747 6.796 2.705
O -0.792 -0.042 -4.887
O 0.775 2.209 -4.373
O 5.881 -3.192 5.124
O 1.324 -7.830 3.314
O 1.344 -4.184 -6.032
O 4.745 2.193 -6.158
N 3.394 -6.537 2.365
N 5.741 -2.216 2.729
N 2.397 -5.975 4.912
N 6.884 -0.738 4.594
N 8.146 -2.991 3.803
N -4.046 -1.346 5.859
N 2.028 4.621 2.754
N -7.010 -3.073 0.643
N 1.961 6.373 0.689
N -1.582 0.623 -7.453
N -6.749 -1.588 -1.461
N -2.860 -1.400 -6.133
N 0.158 -0.833 -1.409
N -1.406 6.215 -4.938
N -3.075 5.541 -2.749
N -3.304 7.953 -3.975
N -6.628 -0.351 0.893
N 3.691 -8.414 4.503
N 4.132 4.583 1.157
N -3.221 1.203 -5.289
N 1.387 -3.354 -5.131
N 2.899 0.932 -4.922
N -1.758 -0.805 4.523
N -2.577 -3.315 4.602
C 0.512 -3.224 -0.086
C 9.162 -2.119 3.215
C 1.073 -5.317 4.951
C 7.239 -0.522 6.035
C -0.288 -0.981 4.318
C -2.327 0.231 3.697
C -0.403 5.125 -4.701
C -2.611 1.031 -8.433
C -1.262 1.693 -0.693
C -2.413 -4.684 5.141
C 2.599 -6.036 1.266
C 4.730 -6.024 2.428
C -7.351 0.914 1.286
C -4.327 8.632 -4.811
C -3.900 -1.475 -7.062
C -3.019 -3.251 3.133
C -0.873 7.273 -5.773
C -5.137 -0.271 1.015
C 8.550 -4.482 3.582
C -0.312 1.456 -7.641
C 5.006 3.832 2.037
C 4.325 -2.062 2.755
C 4.398 -9.514 3.795
C 3.014 3.700 -3.686
C 6.237 0.498 4.023
C -2.549 8.692 -2.990
C -2.911 2.608 -5.208
C 1.201 5.184 3.828
C 1.765 3.287 2.196
C 4.987 -0.423 -5.830
C 3.557 -4.991 5.250
C 6.252 -2.797 1.479
C -4.320 4.869 -2.222
C -5.098 -2.456 5.988
C -6.952 -3.359 2.121
C -2.511 -2.549 -5.432
C -4.457 0.006 6.325
C 3.169 -8.839 5.822
C 1.499 5.589 -0.433
C -2.140 5.789 -1.725
C -7.439 -0.951 -2.563
C -7.364 -4.197 -0.119
C -4.207 0.854 -4.235
C -5.305 -1.883 -1.690
C 1.655 7.745 0.700
C 4.874 5.013 -0.144
H 9.281 -1.232 3.837
H -5.106 -0.136 7.190
H 5.737 -2.368 0.620
H -5.133 -2.277 -2.692
H -0.720 6.845 -6.764
H -1.669 -5.335 4.683
H 7.320 -2.589 1.413
H -2.535 6.404 -0.916
H -3.548 -1.415 -8.092
H 2.281 -9.453 5.676
H -2.205 -3.292 2.408
H 0.212 -1.013 5.286
H 3.532 -4.755 6.314
H -4.633 -0.672 -7.143
H -3.603 0.600 -8.297
H -2.088 -2.275 -4.466
H 7.536 0.506 6.241
H -4.744 1.740 -3.895
H -6.108 -2.146 6.258
H 1.323 3.304 1.200
H -7.156 1.657 0.513
H 5.037 6.058 -0.411
H -8.506 -1.089 -2.387
H -4.795 -2.480 -0.934
H 1.086 -4.442 4.302
H 6.062 3.984 1.816
H 6.095 -3.872 1.389
H 2.002 4.623 -0.489
H -7.190 0.109 -2.614
H 3.722 -10.304 3.466
H 0.414 5.489 -0.403
H 8.651 -4.750 2.530
H 3.978 -1.332 3.486
H -3.964 3.987 -1.690
H -1.902 -3.302 -5.934
H -0.068 -1.910 3.792
H -0.343 4.765 -3.673
H -3.478 -2.299 2.869
H -7.957 -3.706 2.362
H -6.281 -4.179 2.375
H -3.433 -5.044 5.275
H 0.034 7.714 -5.360
H 4.007 -9.454 6.150
H 4.877 4.184 3.060
H -3.417 0.220 3.722
H -6.556 -4.883 0.137
H -3.697 0.337 -3.423
H -6.977 1.342 2.215
H 2.659 2.670 2.276
H 2.999 -7.963 6.449
H -4.776 -0.935 -1.791
H 0.909 7.897 -0.081
H -4.419 9.697 -4.595
H 0.299 5.659 3.443
H -4.705 5.642 -1.556
H -1.343 6.379 -2.179
H -4.373 -2.457 -7.063
H -1.837 4.880 -1.206
H 1.617 -6.500 1.360
H 10.047 -2.726 3.410
H -4.940 0.621 5.566
H 7.991 -1.273 6.275
H 5.479 0.974 4.644
H 4.235 4.609 -0.930
H -8.400 0.682 1.466
H 6.326 -0.614 6.624
H 5.838 4.514 -0.236
H 6.907 1.319 3.768
H -1.947 1.115 4.209
H -7.317 -4.016 -1.192
H 0.598 -5.189 5.924
H -3.855 3.132 -5.361
H 1.797 6.103 -1.347
H -4.562 -1.078 0.560
H 4.804 -4.941 2.534
H -2.579 2.119 -8.386
H -1.495 8.168 -5.778
H 5.312 -6.430 3.255
H 0.583 5.498 -4.976
H 9.534 -4.723 3.984
H -4.081 8.309 -5.822
H -8.352 -4.574 0.146
H 0.987 4.419 4.574
H 0.967 2.727 2.684
H -3.351 -3.004 -4.907
H -0.435 2.443 -7.194
H 4.469 -5.548 5.035
H -5.354 8.310 -4.639
H -2.165 2.915 -5.941
H 0.483 0.874 -7.175
H 5.738 0.292 3.076
H -2.784 9.752 -2.902
H -4.866 -0.257 2.071
H -3.666 -4.121 3.022
H -2.353 2.874 -4.311
H 0.358 -6.010 4.509
H -2.070 -4.637 6.174
H 7.733 -5.134 3.891
H 9.139 -1.816 2.168
H -6.542 -2.558 2.736
H 3.968 -1.653 1.810
H 3.950 -3.059 2.985
H -4.940 0.145 -4.622
H 1.269 7.842 1.715
H -2.337 0.739 -9.446
H -2.637 8.317 -1.970
H 4.732 2.784 1.912
H -3.621 0.650 6.597
H 2.392 -4.994 1.509
H 5.218 -9.888 4.407
H -4.750 -3.146 6.756
H 3.117 -6.139 0.313
H -4.850 0.719 0.661
H -7.298 -1.564 -3.453
H -1.973 0.279 2.668
H 2.594 8.295 0.647
H -0.648 4.409 -5.486
H -1.494 8.830 -3.228
H -5.099 4.602 -2.937
H 4.888 -9.079 2.924
H 3.456 -4.171 4.539
H -5.255 -2.922 5.015
H 0.101 -0.192 3.674
H 1.750 5.969 4.348
H 5.287 -6.277 1.526
H -0.022 1.695 -8.665
```

As for the net charge: -2. Its multiplicity is 2. As for the total energy: -9708.0994 hartree.



3.
The following is a quantum chemistry calculation of a cluster of 9 separate species, C7H31ClNO9 in total, from the Open Molecules 2025 dataset.

```
49
C7H31ClNO9 | the Open Molecules 2025 dataset | ωB97M-V with the def2-TZVPD basis set
Cl -3.836 20.805 10.463
O -0.534 25.840 8.847
O -4.528 20.666 7.288
O -4.602 23.338 8.559
O -1.349 20.823 12.530
O -7.173 20.929 10.757
O -1.631 21.668 6.671
O -2.543 17.906 9.468
O -5.832 18.533 8.883
O -4.005 21.470 13.452
N -1.582 23.057 9.203
C 0.462 26.840 8.552
C -1.128 23.985 10.256
C -5.221 21.318 14.092
C -1.013 21.114 7.889
C -1.633 20.645 5.670
C -0.023 24.946 9.842
C -0.462 22.175 8.871
H -1.699 17.606 9.806
H -0.724 20.045 5.651
H 1.438 26.432 8.289
H -1.917 24.624 10.654
H -5.162 19.162 9.152
H -6.010 21.614 13.400
H -4.299 20.640 8.217
H -5.525 23.227 8.332
H -4.110 21.363 12.503
H -5.876 17.906 9.605
H -4.511 22.912 9.411
H -7.386 20.819 9.831
H -0.026 21.802 9.798
H -2.435 19.914 5.776
H 0.073 27.358 7.676
H 0.263 25.531 10.715
H -5.420 20.285 14.375
H -0.201 20.441 7.611
H -4.602 21.598 7.084
H -1.734 20.521 8.451
H 0.581 27.488 9.420
H 0.845 24.374 9.515
H -2.825 18.578 10.089
H -5.326 22.012 14.926
H 0.338 22.690 8.339
H -1.568 21.137 4.700
H -6.217 20.976 10.779
H -2.234 22.420 9.638
H -0.934 23.489 11.207
H -1.966 21.137 13.191
H -1.895 20.619 11.770
```

For the energy relative to the best compared isomer or geometry (same formula, charge and spin), the calculation gives 0.599 eV. As for the net charge: -1. As for the total energy: -1477.4542 hartree.